No. 1
This record from the Open Molecules 2025 dataset describes a cluster of 2 separate species, C10H17NOSi in total at a distorted geometry. The level of theory is wB97M-V/def2-TZVPD.

Output
- energy relative to the best compared isomer or geometry (same formula, charge and spin) (kJ/mol) = 430.53
- gap between HOMO and LUMO (alpha / beta) (eV) = 6.90 / 7.64
- E_HOMO (alpha / beta) (eV) = -6.997 / -7.651

Last column: Mulliken charge in e.
Atoms and positions in Å:
C: -2.9371 1.0082 -0.1450  -0.565
C: -3.0423 1.3784 1.1455  -0.779
C: -1.5193 0.8619 -0.5566  0.095
C: -0.7472 1.3303 0.4360  -0.070
C: 2.1798 0.3148 -1.7865  -0.276
C: -1.5354 1.6179 1.5872  -0.198
C: -1.3481 -1.3952 -1.6372  -0.878
C: 3.3560 1.2372 1.2289  -1.159
C: 1.9713 -1.6879 1.6835  -0.970
C: -1.1648 0.1528 -1.8537  -0.384
N: 2.2414 -0.7283 -0.9126  0.005
O: 2.2744 1.4557 -1.4394  -0.494
Si: 2.1724 -0.0920 0.7082  0.410
H: -3.5983 0.7871 -0.9413  0.438
H: -3.9003 1.8288 1.5742  0.382
H: 2.2450 0.0359 -2.8657  0.441
H: -1.2822 2.6489 1.9150  0.268
H: -1.1383 1.1240 2.4660  0.242
H: -0.5530 -2.0388 -1.1285  0.255
H: -1.9907 -1.8224 -2.5247  0.267
H: -2.1216 -1.4473 -0.8589  0.299
H: 3.8743 1.6938 0.4005  0.367
H: 2.8151 2.1342 1.6266  0.350
H: 3.9832 0.9634 2.0198  0.404
H: 2.8947 -2.3806 1.5743  0.311
H: 1.9020 -1.2965 2.6610  0.285
H: 1.0634 -2.2402 1.3639  0.283
H: -1.8735 0.5393 -2.6240  0.428
H: -0.1306 0.2652 -2.1688  -0.053
H: 2.2594 -1.7079 -1.4135  0.297

No. 2
This record from the Open Molecules 2025 dataset describes a cluster of 2 separate species, C10H17NSi in total at a distorted geometry. The level of theory is wB97M-V/def2-TZVPD.

Output
- SMILES = C/N=[SiH]/c1ccccc1.CCC
- energy relative to the best compared isomer or geometry (same formula, charge and spin) (kJ/mol) = 278.27
- gap between HOMO and LUMO (alpha / beta) (eV) = 8.67 / 8.67
- E_HOMO (alpha / beta) (eV) = -8.538 / -8.539

Last column: Mulliken charge in e.
Atoms and positions in Å:
C: -1.6667 -2.9497 0.3084  -0.806
N: -1.5629 -1.5086 0.4147  -0.114
Si: -1.8905 -0.2030 -0.4909  0.175
C: -1.2725 1.3830 0.3591  0.234
C: -0.8615 2.4691 -0.4194  -0.334
C: -0.3273 3.5932 0.1041  -0.579
C: -0.1547 3.6684 1.4918  -0.141
C: -0.4239 2.6467 2.3584  -0.672
C: -1.0550 1.5085 1.7334  -0.022
H: -0.6969 -3.2988 -0.1170  0.240
H: -2.0568 -3.2776 1.2602  0.279
H: -2.4150 -3.0954 -0.4650  0.287
H: -2.6008 -0.0019 -1.7732  -0.087
H: -0.7364 2.2523 -1.4678  0.280
H: -0.1146 4.5195 -0.5574  0.258
H: 0.1562 4.6516 1.8971  0.293
H: -0.1496 2.5721 3.3926  0.412
H: -1.1797 0.5526 2.3036  0.300
C: 1.3413 -1.1621 -2.0808  -0.613
C: 2.4661 -1.4078 -1.0883  -0.308
C: 1.7264 -1.6444 0.2112  -0.762
H: 1.4368 -0.9666 -3.2098  0.297
H: 0.6347 -1.9533 -2.0594  0.242
H: 0.8460 -0.2484 -1.6170  -0.090
H: 2.9848 -2.3467 -1.3425  0.277
H: 3.0106 -0.5581 -0.8565  0.317
H: 2.5149 -1.7583 0.9495  0.375
H: 1.1192 -2.5532 0.3291  0.151
H: 0.9279 -0.8832 0.4322  0.113

No. 3
This record from the Open Molecules 2025 dataset describes a structure of composition C10H17O11Sr at a distorted geometry. The level of theory is wB97M-V/def2-TZVPD.

Output
- energy relative to the best compared isomer or geometry (same formula, charge and spin) (kJ/mol) = 228.65
- gap between HOMO and LUMO (eV) = 5.78
- E_HOMO (eV) = 1.247
- charge = -3

Last column: Mulliken charge in e.
Atoms and positions in Å:
Sr: -0.2627 -0.0444 0.1503  1.502
C: 1.6576 3.8643 -1.5168  -1.296
C: 0.7215 2.7658 -1.1636  0.881
O: 0.9679 1.6268 -1.6266  -0.643
O: -0.2457 2.9724 -0.3689  -0.670
H: 2.6306 3.6395 -1.0800  0.243
H: 1.3510 4.7863 -1.0228  0.313
H: 1.6907 3.8964 -2.6058  0.276
C: 2.5401 -3.3383 -2.1274  -0.964
C: 1.6724 -2.2463 -2.5615  0.515
O: 1.1233 -1.4964 -1.7172  -0.465
O: 1.4108 -1.9802 -3.7635  -0.790
H: 2.3305 -4.1411 -2.8342  0.318
H: 2.1388 -3.6565 -1.1652  0.189
H: 3.6097 -3.1281 -2.1287  0.235
C: -2.6486 0.6834 3.9670  -1.326
C: -1.8553 0.5180 2.6959  0.981
O: -1.7125 1.5196 1.9558  -0.614
O: -1.4757 -0.6475 2.4125  -0.778
H: -2.6367 -0.2515 4.5274  0.310
H: -3.6688 1.0303 3.8029  0.275
H: -2.0675 1.3593 4.5944  0.287
C: 3.1052 -0.4027 3.2449  -1.314
C: 2.1035 -0.2496 2.0389  0.871
O: 1.8516 -1.2845 1.3704  -0.728
O: 1.6053 0.7682 1.7597  -0.620
H: 4.0911 -0.6054 2.8266  0.326
H: 2.9231 -1.2947 3.8443  0.297
H: 3.1859 0.4996 3.8512  0.295
C: -3.9296 0.5189 -2.8276  -1.278
C: -2.7388 0.5622 -1.8516  0.783
O: -2.9142 0.8073 -0.6341  -0.637
O: -1.5695 0.1576 -2.2398  -0.641
H: -3.8052 1.2783 -3.5996  0.301
H: -4.8715 0.8515 -2.3913  0.325
H: -4.0711 -0.4361 -3.3336  0.255
O: -0.9645 -2.6599 -0.2614  -0.522
H: -1.1584 -3.3264 0.3976  0.234
H: -0.1142 -2.9160 -0.6188  0.275

No. 4
This record from the Open Molecules 2025 dataset describes the ion C10H18BClF2NO6S2 with charge +1 at a distorted geometry. The level of theory is wB97M-V/def2-TZVPD.

Output
- SMILES = COB(O)[N@@+]1(Cl)C[C@@H](CCCS)O[C@H](S(=O)(=O)F)[C@@H]1CC(=O)F
- energy relative to the best compared isomer or geometry (same formula, charge and spin) (kJ/mol) = 734.94
- gap between HOMO and LUMO (eV) = 7.15
- E_HOMO (eV) = -11.791
- charge = +1

Last column: Mulliken charge in e.
Atoms and positions in Å:
C: 0.2084 -1.7291 4.3647  -0.635
O: 0.8495 -1.6852 3.0372  -0.477
B: -0.0730 -1.1858 1.9922  0.393
O: -1.2937 -1.9462 1.6243  -0.442
N: 0.3357 0.1532 1.3291  0.663
Cl: 1.1460 1.0527 2.5540  0.136
C: 1.4292 -0.2721 0.3260  -0.565
C: 1.3569 0.5132 -1.1088  0.151
C: 0.5703 -0.3543 -2.3046  -0.671
C: 1.3346 -1.7712 -2.6222  -0.316
C: 0.6445 -2.6374 -3.8676  -0.648
S: 1.6585 -2.4887 -5.4386  -0.207
O: 0.9306 1.9146 -1.0446  -0.422
C: -0.3372 2.1065 -0.3264  -0.048
S: -0.2498 3.7904 0.4565  1.162
O: -0.3670 3.8700 1.9849  -0.506
O: -1.2993 4.7203 -0.2687  -0.531
F: 1.2995 4.4968 0.0540  -0.290
C: -0.8010 0.8609 0.6321  -0.333
C: -2.0989 1.2123 1.6165  -0.734
C: -3.2685 2.1020 0.8131  0.452
O: -3.6623 1.8596 -0.4399  -0.455
F: -3.8946 3.1915 1.6510  -0.244
H: 0.3035 -0.6763 4.9194  0.253
H: 0.8700 -2.4708 5.0226  0.247
H: -0.9165 -2.0574 4.3581  0.279
H: -1.2065 -2.3787 0.7226  0.351
H: 2.5068 -0.0563 0.7824  0.263
H: 1.3742 -1.4361 0.1778  0.282
H: 2.4864 0.5482 -1.5006  0.481
H: 0.7040 0.3166 -3.2833  0.299
H: -0.5821 -0.4359 -2.1315  0.264
H: 2.4589 -1.5480 -2.9552  0.297
H: 1.4062 -2.5119 -1.7192  0.182
H: -0.4761 -2.2953 -3.9737  0.341
H: 0.6591 -3.7687 -3.5439  0.305
H: 2.8736 -3.1860 -5.1605  0.163
H: -1.1753 2.1770 -1.1758  0.529
H: -1.2515 0.0469 -0.1200  0.150
H: -2.6936 0.2320 1.9497  0.458
H: -1.7595 1.7268 2.6169  0.426

No. 5
This record from the Open Molecules 2025 dataset describes a cluster of 2 separate species, C10H18BO6 in total at a distorted geometry. The level of theory is wB97M-V/def2-TZVPD.

Output
- energy relative to the best compared isomer or geometry (same formula, charge and spin) (kJ/mol) = 0.00
- gap between HOMO and LUMO (eV) = 5.11
- E_HOMO (eV) = -2.375
- charge = -1

Last column: Mulliken charge in e.
Atoms and positions in Å:
C: 2.8960 -0.6201 -1.6734  -0.960
C: 2.4210 0.8318 -1.3694  -0.425
B: 0.9817 0.8743 -0.6649  0.126
O: 0.9119 0.1348 0.6077  -0.478
C: -0.1948 1.5730 -1.2428  -0.864
C: -0.7715 1.0682 -2.5852  -0.128
C: -2.2708 1.3622 -2.7152  -0.799
C: -3.0926 0.3872 -1.8771  -0.437
C: -4.5713 0.6662 -1.8661  0.561
O: -5.1068 1.7005 -2.1493  -0.526
O: -5.3482 -0.3956 -1.4531  -0.503
H: 3.1345 -0.7522 -2.7343  0.287
H: 3.7934 -0.8848 -1.1043  0.264
H: 2.1294 -1.3657 -1.4283  0.221
H: 3.1723 1.2967 -0.7198  0.275
H: 2.3400 1.4016 -2.3024  0.164
H: 0.5717 -0.7309 0.3621  0.223
H: -0.9902 1.5823 -0.4745  -0.014
H: -0.2325 1.5343 -3.4252  0.304
H: -0.6412 -0.0228 -2.7011  0.156
H: -2.5888 1.2527 -3.7633  0.389
H: -2.4830 2.3954 -2.4231  0.277
H: -2.9701 -0.6223 -2.2995  0.287
H: -2.7239 0.3387 -0.8467  0.210
H: -4.9844 -1.2047 -1.8332  0.342
C: 1.9004 -0.4436 3.6435  0.076
C: 0.9991 -0.7128 4.8333  -0.323
O: 1.0187 -2.1433 4.9142  -0.348
C: 2.1582 -2.5854 4.3280  0.668
O: 2.5482 -3.7090 4.3896  -0.554
O: 2.7814 -1.5841 3.6840  -0.330
H: 2.4728 0.4750 3.7328  0.295
H: 1.3602 -0.4296 2.6971  0.015
H: 1.3970 -0.3102 5.7678  0.249
H: -0.0177 -0.3578 4.6918  0.299

No. 6
This record from the Open Molecules 2025 dataset describes a structure of composition C10H18Br6O6 at a distorted geometry. The level of theory is wB97M-V/def2-TZVPD.

Output
- energy relative to the best compared isomer or geometry (same formula, charge and spin) (kJ/mol) = 0.00
- gap between HOMO and LUMO (eV) = 9.70
- E_HOMO (eV) = -10.288

Last column: Mulliken charge in e.
Atoms and positions in Å:
C: -4.0385 -1.0118 -3.8570  -1.129
C: -5.0743 0.1530 -4.1092  -0.267
O: -5.7357 0.5253 -2.8280  -0.222
C: -6.7702 1.2408 -2.8302  0.735
O: -7.2487 1.8393 -3.7904  -0.595
O: -7.1466 1.3815 -1.5145  -0.292
C: -8.1649 2.3048 -1.1301  -0.673
H: -3.5844 -1.3750 -4.7789  0.384
H: -4.5053 -1.8324 -3.3121  0.289
H: -3.1887 -0.6102 -3.3051  0.299
H: -5.7531 -0.3363 -4.8076  0.291
H: -4.7209 1.0687 -4.5832  0.346
H: -7.9995 2.6143 -0.0982  0.237
H: -9.1530 1.8523 -1.2136  0.280
H: -8.1715 3.1999 -1.7520  0.316
C: 7.6323 1.8031 1.9618  -1.130
C: 7.4472 0.7437 2.9561  -0.194
O: 7.2623 -0.3771 2.1821  -0.196
C: 7.1553 -1.6771 2.6637  0.646
O: 7.4170 -2.0371 3.8286  -0.571
O: 6.8287 -2.5129 1.5991  -0.281
C: 6.6012 -3.8691 1.8502  -0.612
H: 8.3637 1.6160 1.1756  0.302
H: 8.0345 2.6861 2.4585  0.389
H: 6.6700 2.1597 1.5944  0.274
H: 6.5176 0.7450 3.5252  0.290
H: 8.2747 0.7420 3.6655  0.287
H: 6.9620 -4.2348 2.8115  0.340
H: 7.1644 -4.2824 1.0134  0.218
H: 5.5477 -4.1102 1.7087  0.237
C: 0.9007 2.9095 -0.4976  -0.327
Br: 2.3772 1.9479 -1.4712  -0.013
Br: -0.5541 3.5142 -1.6948  -0.011
Br: 1.6187 4.4790 0.5310  -0.018
H: 0.4446 2.1804 0.1721  0.370
C: -4.3638 -2.7231 2.1903  -0.346
Br: -2.5572 -2.9619 1.5002  0.011
Br: -4.5983 -0.9909 3.2264  -0.035
Br: -4.8066 -4.0999 3.5849  -0.024
H: -5.0845 -2.6644 1.3746  0.394

No. 7
This record from the Open Molecules 2025 dataset describes a cluster of 6 separate species, C10H18Cl10FO6P in total at a distorted geometry. The level of theory is wB97M-V/def2-TZVPD.

Output
- SMILES = O=CO[C@H](CC(=O)F)CP(=O)(O)O.ClCCl.ClCCl.ClCCl.ClCCl.ClCCl
- gap between HOMO and LUMO (eV) = 10.67
- E_HOMO (eV) = -10.838

Last column: Mulliken charge in e.
Atoms and positions in Å:
O: 1.9675 2.0194 0.4242  -0.439
C: 0.7825 1.8957 0.4394  0.055
O: 0.1247 0.7580 -0.0047  -0.198
C: 0.2620 -0.3096 0.9435  -0.349
C: 0.7514 -1.5646 0.2202  -0.481
C: 1.1621 -2.6331 1.1959  0.352
O: 0.6872 -3.7057 1.3494  -0.477
F: 2.1990 -2.2158 1.9789  -0.161
C: -1.0437 -0.5173 1.7242  -0.738
P: -2.5378 -0.8211 0.7318  1.122
O: -2.8598 0.2320 -0.2378  -0.634
O: -2.4691 -2.2704 0.0382  -0.536
O: -3.7323 -0.9851 1.8243  -0.597
H: 0.1401 2.6972 0.8383  0.403
H: 1.0286 -0.0523 1.6782  0.518
H: 0.0456 -1.9586 -0.5051  0.258
H: 1.6553 -1.2697 -0.3213  0.370
H: -1.2445 0.4050 2.2774  0.447
H: -0.9258 -1.3005 2.4782  0.456
H: -3.1057 -2.8608 0.4631  0.302
H: -3.4762 -0.6245 2.6797  0.335
Cl: 6.6648 -1.1930 2.9909  -0.179
C: 4.9442 -1.2737 3.3947  -0.060
Cl: 4.1943 0.3270 3.3939  -0.160
H: 4.4479 -1.8916 2.6597  0.131
H: 4.8440 -1.7035 4.3845  0.258
Cl: 7.7611 -2.0419 7.0132  -0.156
C: 8.7450 -0.8879 6.1026  0.088
Cl: 10.4692 -1.2589 6.2216  -0.159
H: 8.4504 -0.9294 5.0619  -0.040
H: 8.5750 0.1042 6.5035  0.272
Cl: -4.5787 -0.3929 -4.9851  -0.202
C: -3.3176 -0.1860 -3.7572  -0.011
Cl: -1.7132 -0.1287 -4.4982  -0.165
H: -3.4920 0.7409 -3.2244  0.205
H: -3.3567 -1.0219 -3.0701  0.166
Cl: -0.6816 3.5465 -3.5740  -0.113
C: -0.7650 3.5465 -5.3389  -0.156
Cl: 0.6653 4.2845 -6.0706  -0.164
H: -0.8386 2.5198 -5.6778  0.140
H: -1.6390 4.1103 -5.6424  0.291
Cl: -9.2006 1.5119 -5.2644  -0.161
C: -7.6976 1.6507 -4.3430  0.122
Cl: -6.9987 3.2700 -4.4621  -0.151
H: -7.9095 1.4418 -3.3012  0.262
H: -6.9830 0.9371 -4.7330  -0.066

No. 8
This record from the Open Molecules 2025 dataset describes a structure of composition C10H18Cl2HfO at a distorted geometry. The level of theory is wB97M-V/def2-TZVPD.

Output
- energy relative to the best compared isomer or geometry (same formula, charge and spin) (kJ/mol) = 28.78
- gap between HOMO and LUMO (eV) = 6.09
- E_HOMO (eV) = -6.982

Last column: Mulliken charge in e.
Atoms and positions in Å:
Hf: -0.0406 -0.7209 1.0812  1.312
Cl: 1.3365 0.6664 2.3016  -0.505
Cl: -0.5963 -2.8537 1.9379  -0.552
C: -1.8299 -0.1280 1.9159  -1.412
H: -2.7140 -0.7685 1.8424  0.375
H: -1.7890 0.4746 2.8300  0.342
C: -1.0064 0.3993 -0.5342  -0.732
C: -1.7815 0.8559 0.6010  0.890
H: -1.4460 -0.5000 -1.0099  0.316
C: -1.4977 2.3151 1.0522  -0.683
H: -2.8376 0.8436 0.2747  0.408
C: -1.6673 3.2395 -0.1510  -0.822
H: -2.1983 2.5824 1.8572  0.370
H: -0.4799 2.3759 1.4691  0.163
C: -0.7453 2.8923 -1.3140  -0.573
H: -2.7103 3.1651 -0.4865  0.338
H: -1.4976 4.2738 0.1570  0.367
C: -0.6159 1.3905 -1.6343  -0.690
H: -1.1138 3.4169 -2.2043  0.262
H: 0.2586 3.2936 -1.1248  0.312
H: -1.2399 1.1762 -2.5139  0.364
H: 0.4114 1.1970 -1.9754  0.172
C: 2.7390 -3.2324 0.8182  -1.200
C: 2.1618 -2.5605 -0.3695  0.989
C: 2.6434 -2.9043 -1.7265  -1.198
O: 1.2568 -1.6708 -0.2582  -0.649
H: 3.5474 -3.8988 0.4938  0.382
H: 1.9844 -3.8339 1.3495  0.323
H: 3.1550 -2.5073 1.5352  0.317
H: 1.8155 -3.2363 -2.3662  0.328
H: 3.1149 -2.0327 -2.2010  0.314
H: 3.3824 -3.7099 -1.6472  0.374